(1)
ORCA calculation (wB97M-V/def2-TZVPD) on 3 unconnected molecules or ions with the total composition C15H39N2O2P.

Geometry as XYZ:
```
59
Properties=species:S:1:pos:R:3:forces:R:3
C 2.96664 -5.50025 -4.65596 -0.2 0.1 0.6
C 2.01822 -4.66977 -5.70416 -0.3 -1.8 -6.5
O 2.07757 -5.04079 -7.01283 -0.2 2.6 8.5
O 1.07179 -3.59336 -5.37241 1.8 -3.2 0.4
C 0.06316 -4.01591 -4.38819 -0.4 1.4 1.5
P -0.97537 -5.54027 -4.89650 -0.7 -0.3 0.3
H 2.93404 -5.10521 -3.55204 -0.1 -0.5 -2.2
H 2.57799 -6.62762 -4.60456 1.0 2.6 -0.4
H 4.10455 -5.44546 -5.00391 -2.8 -0.2 0.5
H 0.49385 -4.22805 -3.31029 -0.5 0.5 -1.9
H -0.70811 -3.10980 -4.29335 1.8 -1.8 -0.2
H -1.80312 -5.32029 -3.70225 0.5 0.0 -0.6
H -1.32510 -4.91772 -6.14981 0.3 -0.1 0.3
H 0.12479 -6.46906 -4.72026 -0.3 0.5 -0.2
H -1.84519 -6.66591 -5.25492 0.2 0.1 0.1
C -1.70199 -2.00866 -1.57669 -0.1 0.0 0.1
C -1.04129 -0.69817 -1.99317 -0.2 0.1 0.1
N -1.94748 0.45496 -2.02687 -0.1 0.2 -0.2
C -1.34594 1.64163 -2.64744 -0.1 -0.2 -0.2
C -0.15440 2.28117 -1.94136 0.2 0.3 0.1
C -2.70415 0.71901 -0.80125 -0.2 -0.4 -0.1
C -1.90818 0.98572 0.47228 -0.1 0.1 0.4
H -2.52970 -2.26638 -2.24712 0.1 0.1 0.1
H -0.96944 -2.82150 -1.62136 -0.1 0.1 0.0
H -2.07996 -1.97376 -0.55077 0.0 0.0 -0.1
H -0.63119 -0.85362 -2.99839 0.0 0.3 0.0
H -0.18676 -0.51588 -1.33195 0.2 -0.1 0.1
H -2.11920 2.40635 -2.79391 0.0 -0.2 0.2
H -1.02934 1.36873 -3.66200 -0.1 -0.2 0.1
H -0.46510 2.86620 -1.07371 0.1 -0.1 0.0
H 0.34769 2.97520 -2.62384 0.0 -0.1 0.0
H 0.58967 1.54700 -1.62115 -0.1 0.0 0.0
H -3.37020 -0.13232 -0.61553 0.2 0.0 -0.1
H -3.39007 1.55879 -0.96906 0.2 -0.1 -0.2
H -1.05248 0.31469 0.58436 0.0 0.0 -0.1
H -2.55226 0.83788 1.34797 0.1 0.0 -0.1
H -1.55233 2.01521 0.51431 0.1 -0.1 0.0
C 1.23012 2.39326 2.24622 -0.1 0.0 0.0
C 1.52915 3.27442 3.45514 -0.2 -0.1 0.1
N 0.37799 3.51244 4.33276 -0.1 0.3 0.1
C 0.63234 4.54040 5.34948 -0.1 0.1 -0.3
C 1.69339 4.24354 6.40464 0.1 0.0 0.4
C -0.31834 2.32139 4.82361 -0.1 0.0 -0.4
C 0.49267 1.31926 5.63884 0.0 -0.4 0.2
H 0.43480 2.82456 1.62781 0.1 -0.1 0.2
H 2.12691 2.30408 1.62400 -0.1 0.0 0.1
H 0.93836 1.37938 2.53522 0.0 0.1 0.0
H 1.88200 4.23780 3.06758 -0.1 0.0 0.3
H 2.36742 2.83343 4.00605 0.2 0.0 0.0
H -0.30798 4.78940 5.85741 0.0 -0.2 -0.2
H 0.92142 5.46366 4.83175 0.0 -0.2 -0.1
H 1.32497 3.55238 7.16502 0.1 0.0 -0.1
H 1.96201 5.16865 6.92576 0.0 -0.1 -0.1
H 2.61225 3.83538 5.97534 -0.1 0.0 0.0
H -0.74886 1.79337 3.96411 0.2 0.1 0.0
H -1.19338 2.62592 5.41135 0.2 0.2 -0.1
H 1.48810 1.14290 5.22280 -0.1 0.1 0.0
H -0.02611 0.35280 5.65764 0.1 0.1 0.0
H 0.59922 1.63881 6.67555 0.1 0.0 -0.1
```
Positions in Å, forces in eV/Å.

Output
SMILES string	CC(=O)OC[PH4].CCN(CC)CC.CCN(CC)CC
HOMO	-8.2	eV
frontier orbital gap	8.66	eV
calculated total energy	-32545.5051	eV

***

(2)
ORCA calculation (wB97M-V/def2-TZVPD) on a molecular structure, C15H40B4O14S3.

Geometry as XYZ:
```
76
Properties=species:S:1:pos:R:3:forces:R:3
C 3.78557 -0.38117 1.24752 -0.2 0.7 -0.3
C 4.52502 0.87412 0.71087 -0.1 0.5 -0.1
B 3.73361 2.13625 1.21562 -0.1 -0.1 0.0
O 4.18169 2.84455 2.31295 -0.2 -0.7 1.0
B 2.30200 2.55035 0.36273 0.7 -0.5 0.7
O 2.02182 3.84586 -0.01789 -0.2 0.0 0.3
B 1.02290 3.99380 -0.93077 0.0 0.7 -0.6
O 0.73323 2.94359 -1.76544 -0.8 0.2 0.2
B 0.53507 1.80961 -1.00710 -0.1 -1.2 -0.4
C -0.69485 0.86743 -1.19855 0.2 0.2 0.5
C -1.29553 0.58128 0.19800 -0.1 0.0 -0.9
C -2.68468 -0.05044 0.08075 0.5 0.0 0.2
O -3.62381 0.36664 1.05796 0.0 0.1 -0.1
C -3.11557 0.29551 2.36503 0.1 0.1 0.2
O 1.42997 1.53343 0.00859 0.0 0.6 -0.1
H 4.42127 -1.00057 1.85983 0.1 -0.1 0.2
H 2.91232 -0.06604 1.80958 -0.2 -0.3 0.4
H 3.39889 -0.95035 0.41612 -0.1 -0.4 -0.1
H 4.45749 0.87224 -0.37034 0.4 -0.2 -0.4
H 5.55768 0.89934 1.03171 0.3 -0.1 -0.1
H 3.59488 2.76098 3.08978 0.3 0.7 -0.7
H 0.35769 4.97644 -0.96627 0.2 0.2 -0.1
H -1.44185 1.34893 -1.81457 -0.2 0.1 -0.4
H -0.39589 -0.06079 -1.67256 0.0 -0.3 -0.2
H -0.60128 -0.06314 0.71459 0.1 -0.1 0.5
H -1.36094 1.53414 0.70997 -0.1 0.2 0.4
H -3.07973 0.20797 -0.88934 -0.5 0.1 -0.2
H -2.57276 -1.12921 0.11932 0.0 -0.4 0.0
H -3.92978 0.20090 3.07092 -0.3 -0.1 0.0
H -2.43684 -0.54145 2.51341 0.1 -0.3 -0.1
H -2.57247 1.20139 2.62262 0.2 0.2 0.1
O -4.94101 6.10669 1.98758 -0.1 0.0 0.1
S -3.55956 5.85384 2.25557 0.3 0.0 -0.3
O -3.07035 5.88789 3.59790 -0.1 0.0 0.1
O -2.68099 6.83055 1.35615 0.0 -0.1 0.0
C -2.99194 8.23858 1.40794 -0.1 0.5 0.0
C -2.43622 8.90937 2.64820 0.0 -0.2 0.1
C -3.06212 4.35075 1.49142 0.0 -0.1 -0.1
H -4.07074 8.37739 1.32682 0.0 -0.1 0.0
H -2.53889 8.65998 0.51308 0.1 -0.2 -0.1
H -2.94133 8.56044 3.54755 0.0 0.0 0.0
H -2.56920 9.98892 2.57700 0.0 0.0 -0.1
H -1.37479 8.68942 2.75868 0.0 0.0 0.0
H -3.39061 4.35984 0.45610 0.0 0.0 0.0
H -3.53778 3.53171 2.02651 0.0 0.0 0.0
H -1.98020 4.26858 1.55780 0.0 0.0 0.0
O -0.99289 -3.55531 0.05827 0.0 0.2 0.0
S -1.70592 -4.29971 -0.93681 0.0 -0.4 0.0
O -2.71459 -3.65360 -1.71880 0.0 0.2 0.0
O -2.33412 -5.58959 -0.24383 0.1 0.0 -0.1
C -3.11092 -5.38384 0.95421 -0.3 0.1 0.4
C -4.50938 -4.87800 0.66011 0.1 0.1 -0.2
C -0.57873 -5.12334 -1.99847 -0.2 -0.1 0.0
H -2.57551 -4.71077 1.62535 0.1 0.0 -0.1
H -3.15302 -6.35951 1.43395 0.1 -0.1 -0.1
H -4.48911 -3.86533 0.25983 0.0 0.0 0.0
H -5.10232 -4.87301 1.57479 0.0 0.0 0.0
H -4.99900 -5.51457 -0.07629 0.0 0.0 0.0
H 0.15128 -5.64989 -1.39621 0.1 0.0 0.0
H -0.09173 -4.36194 -2.59728 0.0 0.1 0.0
H -1.13902 -5.80626 -2.63190 0.0 0.0 0.0
O 2.29155 -4.83031 -2.54428 0.0 0.0 0.1
S 3.67211 -5.12400 -2.29260 0.3 0.0 -0.4
O 4.22177 -4.90543 -0.99391 -0.1 0.0 0.2
O 4.54735 -4.35668 -3.37453 0.0 -0.1 0.0
C 4.28383 -2.94217 -3.54935 -0.1 0.5 0.0
C 4.89093 -2.10122 -2.44314 0.0 -0.2 0.1
C 4.03914 -6.76199 -2.81616 0.0 0.0 -0.1
H 3.20756 -2.78237 -3.62403 0.0 -0.1 0.0
H 4.71847 -2.68268 -4.51201 0.1 -0.2 0.0
H 4.40841 -2.29391 -1.48597 0.0 0.0 0.0
H 4.77747 -1.04170 -2.67367 0.0 0.0 -0.1
H 5.95029 -2.32689 -2.32631 0.0 0.0 -0.1
H 3.65854 -6.90122 -3.82376 0.0 0.0 0.0
H 3.54281 -7.43642 -2.12227 0.0 0.0 0.0
H 5.11529 -6.90389 -2.77822 0.0 0.0 0.0
```
Positions in Å, forces in eV/Å.

Output
HOMO	-9.4	eV
frontier orbital gap	9.60	eV
calculated total energy	-80085.7608	eV

***

(3)
ORCA calculation (wB97M-V/def2-TZVPD) on a molecular structure, C15H40IOP2Si2Zr.

Geometry as XYZ:
```
62
Properties=species:S:1:pos:R:3:forces:R:3
C 1.22241 -0.23275 -2.77706 -0.5 -1.0 -0.8
I -0.26503 -2.10034 -2.08811 1.2 1.0 -1.3
H 1.59077 -0.70037 -3.70824 -0.2 0.1 0.5
H 2.06105 -0.03474 -2.09584 -0.4 -0.5 0.1
H 0.59751 0.63427 -3.01578 -0.1 -0.4 0.2
Zr -0.01878 -0.35712 0.06485 -3.2 -2.7 4.2
P 2.39363 -1.28770 0.67341 2.5 -0.6 0.4
C 3.71736 -0.04260 0.80093 0.0 0.4 -0.2
C 2.61522 -2.23225 2.22051 -0.8 -0.1 0.5
H 3.60584 -2.70114 2.20969 -0.1 0.2 -0.1
H 4.12748 -2.75655 -0.15517 -0.3 0.1 -0.1
H 1.85359 -3.02245 2.28780 0.3 0.1 0.0
H 2.50074 -3.39204 -0.55162 0.2 0.1 0.0
H 3.56962 0.60323 1.67302 0.1 -0.1 -0.2
H 2.52308 -1.58468 3.10275 0.0 -0.2 -0.3
C 3.11981 -2.48933 -0.50690 -0.3 0.0 -0.4
H 4.68525 -0.55640 0.88457 -0.3 0.1 0.0
H 3.19127 -2.06649 -1.51449 0.1 -0.1 0.1
H 3.72950 0.59438 -0.09275 0.2 -0.1 0.1
P -2.25991 0.88575 -0.76599 -1.5 1.4 -1.0
C -2.07671 2.67189 -1.08895 0.5 0.0 0.1
C -3.04010 0.29280 -2.30908 0.4 -0.2 -0.2
H -4.03706 -0.12867 0.56212 0.0 0.2 -0.1
H -4.55036 1.39019 -0.21400 0.3 -0.1 0.0
H -3.53315 1.43203 1.26041 -0.1 -0.1 -0.3
C -3.72994 0.89366 0.32102 0.2 -0.3 0.7
H -3.31200 -0.76236 -2.21020 -0.1 0.1 -0.1
H -3.94394 0.88987 -2.49296 0.3 -0.2 0.0
H -2.99292 3.03875 -1.56318 0.2 0.0 0.1
H -1.21880 2.85351 -1.74667 -0.3 0.1 0.0
H -2.35340 0.40178 -3.15862 -0.2 0.0 0.1
H -1.90740 3.20097 -0.14467 -0.1 0.0 -0.2
C 0.91185 1.54128 -0.34002 4.2 8.3 -2.3
O 1.44240 2.52951 -0.68357 -3.0 -5.4 2.0
C 1.76971 0.71176 4.10520 0.1 -0.2 0.0
Si 0.17033 1.36148 3.39269 0.1 0.9 1.3
C -1.00707 1.67097 4.84113 -0.1 -0.4 -0.4
C 0.53779 3.03866 2.62711 -0.2 -0.2 -0.3
C -0.71511 0.25450 2.08858 0.8 0.3 -2.3
Si -1.50097 -1.30918 2.77477 -0.8 -0.8 1.6
C -3.21870 -0.94788 3.44214 0.0 0.2 -0.2
C -1.69030 -2.60479 1.40291 0.2 0.5 -0.4
C -0.56668 -2.14544 4.17860 0.2 0.2 -0.3
H 2.13439 1.45206 4.84020 -0.2 -0.2 -0.3
H 2.55609 0.59209 3.35607 0.0 0.1 0.2
H 1.65198 -0.23327 4.64331 0.0 0.1 0.0
H -0.63145 2.52702 5.41542 0.0 -0.2 -0.1
H -2.02119 1.91677 4.49982 0.2 0.0 0.1
H -1.07612 0.81464 5.52913 0.0 0.2 -0.2
H 1.52343 3.07141 2.15210 0.0 0.1 0.1
H -0.21195 3.32821 1.87862 0.1 0.1 0.2
H 0.52275 3.79227 3.42819 0.0 -0.2 -0.3
H -1.58983 0.91975 1.89478 0.3 -0.2 0.0
H -3.91156 -0.58572 2.67757 0.0 -0.1 0.2
H -3.64035 -1.87646 3.85554 0.1 0.2 -0.1
H -3.20397 -0.20811 4.25695 0.1 -0.2 -0.2
H -0.76062 -2.93192 0.90009 -0.1 -0.2 0.1
H -2.07443 -3.47902 1.94338 0.1 0.0 -0.2
H -2.44229 -2.33591 0.64354 0.1 -0.1 0.0
H 0.41061 -2.53047 3.86951 -0.1 0.0 0.2
H -0.42361 -1.48691 5.04677 -0.1 -0.2 -0.3
H -1.17209 -3.00063 4.51549 0.1 0.2 -0.1
```
Positions in Å, forces in eV/Å.

Output
net charge	+3
HOMO	-18.2	eV
energy above the lowest of the compared OMol25 structures with the same formula, charge and spin	65.1	kJ/mol
frontier orbital gap	5.51	eV
calculated total energy	-61938.3496	eV